Entry from the OMol25 dataset: a structure of composition C27H12AuBrF4N5S5Te (the ωB97M-V functional and the def2-TZVPD basis).

The geometry in XYZ format:
```
56
Properties=species:S:1:pos:R:3:forces:R:3:mulliken_charge:R:1
Au 1.27078 -3.06797 -0.46415 0.8 -0.1 -0.5 0.377
Te -0.54696 -4.82271 -0.79089 -0.2 0.3 0.4 0.223
C -1.56114 -4.05862 -2.43199 -0.1 0.0 -0.2 0.608
C -2.73353 -4.71048 -2.81774 0.1 0.0 0.0 -0.768
C -3.42511 -4.26635 -3.93409 0.0 0.0 0.0 -0.415
C -2.96102 -3.16705 -4.64384 0.0 0.0 0.0 -0.529
C -1.79780 -2.51651 -4.25403 0.0 0.0 0.0 -0.661
C -1.08435 -2.96610 -3.15363 0.0 0.0 0.0 -0.314
H -3.10317 -5.55972 -2.25620 0.0 0.0 0.0 0.459
H -4.32709 -4.77538 -4.24591 0.0 0.0 0.0 0.412
H -3.50556 -2.81895 -5.51133 0.0 0.0 0.0 0.416
H -1.43699 -1.66529 -4.81568 0.0 0.0 0.0 0.448
H -0.16216 -2.47775 -2.86540 0.0 0.0 0.0 0.388
C -4.25433 -3.59399 0.16143 0.0 -0.2 0.1 -0.420
S -4.44252 -1.84558 0.51088 0.0 0.2 0.1 -0.035
C -2.98103 -1.12240 -0.11357 0.2 0.0 0.1 0.132
C -1.67661 -1.50910 -0.04466 0.1 0.1 -0.1 0.178
S -1.00620 -2.82139 0.86326 -0.8 -0.3 0.3 -0.150
S -0.52230 -0.35308 -0.70188 0.0 0.0 0.0 0.156
C -1.62086 0.91286 -1.09530 0.1 0.1 0.0 -0.156
S -1.16755 2.36211 -1.69668 0.0 0.0 0.0 -0.153
S -3.26904 0.45334 -0.80264 -0.1 0.0 0.0 -0.145
H -5.25014 -4.01548 0.29474 0.0 0.0 0.0 0.414
H -3.56377 -4.07799 0.84780 0.0 0.0 0.0 0.281
H -3.95009 -3.72516 -0.86887 0.0 0.0 -0.1 -0.084
Br 2.33460 -2.48654 2.92231 0.0 0.1 0.1 -0.136
C 1.92876 -0.60016 3.24850 -0.1 0.0 -0.1 0.455
C 2.77962 0.04797 4.38318 0.0 0.0 0.0 0.044
C 1.97520 0.80543 5.38200 0.0 0.0 0.0 -0.877
C 0.66270 0.93998 5.21263 0.0 0.0 0.0 -0.476
C -0.02450 0.31230 4.07629 0.0 0.0 0.1 -0.184
N 0.51168 -0.41172 3.17336 0.0 0.0 0.0 -0.290
H 3.52972 -0.59674 4.83786 0.0 0.0 0.0 0.495
H 2.48667 1.23691 6.23290 0.0 0.0 0.0 0.450
H 0.05897 1.49487 5.91754 0.0 0.0 0.0 0.430
H -1.09769 0.46431 3.99422 0.0 0.0 0.0 0.430
F 1.68576 2.95016 2.44692 0.0 0.0 0.0 -0.186
C 2.02182 3.10008 1.17404 0.0 -0.1 -0.1 0.073
C 1.79484 4.28789 0.59478 0.0 0.0 -0.1 0.036
F 1.30076 5.26712 1.32917 0.0 0.0 0.0 -0.303
C 1.99613 4.52857 -0.82643 0.0 0.0 0.0 0.244
C 2.47405 3.37325 -1.56710 0.0 0.0 0.0 0.366
C 2.67378 2.18428 -0.98794 0.0 0.0 -0.1 0.199
F 3.11132 1.16978 -1.72953 0.0 0.0 0.0 -0.401
C 2.48302 1.94336 0.42424 -0.2 0.1 0.2 0.415
C 2.65054 0.70839 0.97848 0.1 0.3 0.1 1.566
C 2.69956 -0.45102 0.16726 0.1 0.0 0.0 -0.371
N 2.60805 -1.46405 -0.36353 0.1 -0.2 0.0 -0.466
C 2.69294 0.39558 2.42036 0.0 -0.1 -0.1 -0.199
N 3.38738 0.94866 3.33959 0.0 -0.1 0.1 -0.699
F 2.72636 3.50768 -2.85406 0.0 0.0 0.0 -0.304
C 1.71986 5.71953 -1.41667 0.0 0.1 0.0 1.260
C 1.83038 5.95131 -2.82934 0.0 -0.2 0.0 -0.153
N 1.86517 6.14823 -3.95974 0.0 0.1 0.0 -0.455
C 1.27039 6.87963 -0.70054 0.1 0.0 0.0 -0.176
N 0.94067 7.85374 -0.19037 0.0 0.0 0.0 -0.450
```
Forces are in eV/Å.

Summary:
Charge = +1
Electronic energy = -6677.5786 a.u.
HOMO-LUMO gap = 5.5 eV
Lowest unoccupied orbital energy = -5.5 eV


Entry from the OMol25 dataset: a cluster of 21 separate species, C27H12Cl83O2P in total in a non-equilibrium geometry (the ωB97M-V functional and the def2-TZVPD basis).

The geometry in XYZ format:
```
125
Properties=species:S:1:pos:R:3:forces:R:3:mulliken_charge:R:1
C -6.86322 1.81954 7.92779 -0.3 0.4 0.0 -0.572
O -5.89717 2.40394 7.06738 0.3 -0.3 0.1 -0.392
C -5.11309 1.47930 6.33291 -0.1 0.1 -0.5 -0.431
P -4.29453 0.16632 7.37261 0.0 0.5 1.3 -0.131
C -2.65452 -0.04375 6.51402 -0.7 0.3 0.0 -0.600
C -1.76686 -1.01896 7.23233 0.4 -0.5 -0.6 0.351
O -1.20899 -1.92985 6.70925 -0.2 0.2 0.2 -0.460
Cl -1.54620 -0.73041 8.96461 0.0 0.1 0.0 -0.150
C -5.07961 -1.50958 7.15390 0.5 -0.2 -0.8 -0.340
Cl -6.48667 -1.69656 8.23094 0.0 0.1 0.0 -0.109
C -5.39966 -1.95718 5.72714 -1.0 -0.3 0.2 0.218
C -6.72040 -1.38987 5.16102 0.4 0.0 -0.1 -1.164
Cl -5.55949 -3.77526 5.75540 0.2 0.2 -0.4 -0.136
H -7.55692 2.61725 8.21352 0.2 -0.1 -0.1 0.283
H -6.40718 1.43644 8.84766 0.0 -0.2 -0.2 0.313
H -7.45223 1.04716 7.42094 0.2 -0.1 0.1 0.204
H -5.69141 1.10909 5.47542 0.1 -0.1 0.1 0.397
H -4.28484 2.06611 5.91595 -0.1 -0.1 0.1 0.342
H -2.19383 0.94960 6.58238 0.0 -0.1 0.0 0.426
H -2.75980 -0.32504 5.46418 0.3 -0.1 0.1 0.420
H -4.33818 -2.21236 7.55305 0.0 0.2 0.0 0.418
H -4.57081 -1.76963 5.04438 0.1 0.0 0.3 0.240
H -7.48327 -2.16675 5.17392 0.0 0.2 0.0 0.455
H -7.07380 -0.54404 5.75115 0.0 -0.1 -0.1 0.154
H -6.56504 -1.07102 4.12576 -0.1 0.0 0.1 0.284
C 2.20191 2.82709 -2.24990 0.0 0.0 -0.1 0.271
Cl 1.97652 3.32969 -3.94006 -0.1 -0.2 0.1 0.026
Cl 2.51240 1.08872 -2.21019 0.0 0.0 0.0 -0.101
Cl 3.56479 3.68384 -1.53209 -0.2 -0.2 0.2 -0.052
Cl 0.71259 3.17900 -1.37403 0.2 0.1 0.3 -0.099
C -3.19804 -5.74298 0.09543 0.2 0.1 -0.1 0.264
Cl -2.97561 -6.99296 1.30718 0.0 -0.1 0.0 0.028
Cl -3.59597 -6.46005 -1.49164 0.0 0.2 0.3 -0.085
Cl -4.50752 -4.67498 0.59088 -0.2 0.0 0.0 -0.078
Cl -1.70820 -4.80031 -0.03755 -0.1 0.0 0.1 -0.094
C 5.71684 6.35254 -4.11990 0.0 0.0 -0.1 0.136
Cl 5.08501 7.98199 -3.85496 0.0 0.0 0.0 -0.104
Cl 6.78170 5.91024 -2.77992 0.0 0.0 0.0 -0.035
Cl 4.37468 5.20914 -4.20274 0.3 0.3 -0.3 0.028
Cl 6.62727 6.31864 -5.63596 0.0 0.0 0.1 -0.063
C 10.33643 5.96644 -0.49008 0.0 0.2 -0.1 0.179
Cl 10.13387 6.74985 -2.05943 0.1 0.2 0.1 -0.098
Cl 8.79799 5.97946 0.36862 0.3 -0.1 -0.1 0.118
Cl 10.85030 4.30195 -0.75700 0.1 0.0 0.0 -0.096
Cl 11.53826 6.86927 0.46792 -0.2 0.1 -0.5 -0.098
C 9.86021 8.22111 4.06788 0.0 0.0 0.1 0.293
Cl 9.29034 9.06516 5.51971 0.1 -0.3 0.1 -0.126
Cl 9.69084 6.48113 4.30702 -0.1 0.0 0.0 0.006
Cl 8.91253 8.72415 2.66889 0.0 0.0 0.0 -0.056
Cl 11.56161 8.61756 3.80278 0.0 0.0 0.0 -0.097
C -5.31539 -9.32372 4.86530 0.0 0.0 0.0 0.309
Cl -6.45684 -10.48061 4.17587 0.0 0.0 0.2 -0.112
Cl -3.84176 -9.28395 3.89050 0.0 0.0 -0.1 -0.081
Cl -6.06152 -7.72256 4.88102 0.1 0.0 0.0 -0.046
Cl -4.89712 -9.80566 6.50913 -0.1 -0.1 -0.1 -0.076
C -3.28882 2.31841 -3.10464 0.1 -0.1 -0.2 0.165
Cl -3.13656 1.08775 -1.84498 0.0 0.0 0.0 -0.094
Cl -4.05144 1.61207 -4.53302 0.0 0.1 0.1 0.042
Cl -4.26262 3.66093 -2.50256 0.0 0.0 0.0 -0.107
Cl -1.68534 2.89832 -3.56580 -0.2 0.0 0.0 0.001
C 0.62084 2.29124 -7.85251 -0.1 -0.1 0.1 0.250
Cl -0.62030 1.99067 -6.63330 0.0 0.0 -0.1 0.005
Cl 1.42722 0.77523 -8.26034 0.0 0.0 0.0 -0.090
Cl -0.12309 2.97353 -9.30232 0.1 0.0 0.0 -0.109
Cl 1.80504 3.43213 -7.20361 0.0 0.1 -0.1 -0.068
C -5.14275 -6.74380 9.49832 -0.2 0.0 0.2 0.257
Cl -5.30915 -5.52960 8.23242 0.2 -0.2 0.1 0.028
Cl -3.94072 -7.96975 9.08427 0.1 0.2 0.0 -0.090
Cl -4.66133 -5.94618 11.00320 0.0 0.0 0.0 -0.117
Cl -6.70448 -7.54766 9.72957 0.0 0.0 0.0 -0.110
C -5.88868 -2.14552 -3.85832 0.0 0.1 0.1 0.219
Cl -6.74513 -0.61138 -3.68297 -0.1 0.0 -0.1 -0.084
Cl -5.29926 -2.65069 -2.27225 0.1 -0.1 0.0 0.006
Cl -6.97382 -3.37812 -4.50234 0.0 0.0 0.0 -0.095
Cl -4.52185 -1.93382 -4.95997 0.0 0.0 0.0 -0.058
C 5.66030 4.29390 2.99867 0.0 0.0 0.0 0.289
Cl 6.96332 3.22325 3.52147 0.0 0.0 0.0 -0.079
Cl 5.01258 5.16233 4.39174 0.0 0.0 0.0 -0.102
Cl 6.29770 5.45196 1.82593 -0.4 0.0 0.1 -0.015
Cl 4.38285 3.34357 2.23785 0.0 0.0 0.0 -0.078
C 7.40451 13.00815 3.70607 -0.1 0.0 0.0 0.318
Cl 7.78486 11.51202 4.56373 -0.1 0.3 -0.1 -0.020
Cl 7.96429 12.87691 2.03513 0.0 0.0 0.0 -0.103
Cl 5.65777 13.27912 3.72127 0.0 0.0 0.0 -0.103
Cl 8.21710 14.36438 4.49383 0.0 0.0 0.0 -0.100
C 12.31426 3.41003 3.49973 0.0 0.0 0.0 0.202
Cl 12.02083 4.78818 2.43574 0.2 -0.4 0.3 0.071
Cl 13.54577 3.83359 4.69324 0.0 0.0 0.0 -0.101
Cl 10.81391 2.97904 4.33330 0.0 0.0 0.0 -0.092
Cl 12.86922 2.03219 2.54121 0.0 0.0 0.0 -0.109
C -4.96066 1.85841 -8.81724 0.0 0.1 0.0 0.168
Cl -4.85530 0.61060 -7.56864 0.0 -0.1 0.0 -0.007
Cl -5.62670 1.15631 -10.29087 -0.1 0.0 0.0 -0.053
Cl -6.00504 3.16556 -8.25206 0.0 0.0 0.0 -0.107
Cl -3.34787 2.49452 -9.14810 -0.1 0.0 0.1 0.017
C -4.93530 -10.94468 -0.15470 -0.1 -0.2 -0.1 0.192
Cl -3.64264 -11.84103 0.65288 0.0 0.0 0.0 -0.102
Cl -6.26125 -10.67642 0.97353 0.2 -0.1 -0.1 -0.002
Cl -4.30420 -9.39946 -0.73119 -0.1 -0.2 0.1 0.019
Cl -5.53005 -11.87978 -1.53586 0.0 0.0 0.0 -0.105
C 10.35841 5.37106 -6.65422 -0.1 0.0 0.0 0.289
Cl 9.02905 4.25564 -6.97708 0.0 -0.1 -0.2 -0.084
Cl 10.58564 5.47660 -4.90921 0.1 0.0 -0.1 -0.003
Cl 11.83527 4.78588 -7.42662 0.0 0.0 0.0 -0.108
Cl 9.95318 6.96995 -7.28942 0.0 0.0 0.0 -0.096
C -3.00440 -0.21265 -12.90315 0.0 0.0 0.0 0.289
Cl -4.56766 -1.00528 -13.13801 0.0 0.0 0.0 -0.091
Cl -1.85470 -0.82081 -14.09728 0.0 0.0 0.0 -0.104
Cl -3.19024 1.53278 -13.10238 0.0 0.0 0.0 -0.075
Cl -2.40529 -0.56010 -11.27866 0.0 0.0 0.0 -0.028
C 0.71366 -5.49902 -3.82755 0.0 0.0 0.0 0.176
Cl -0.73854 -5.87337 -2.89718 0.2 0.0 -0.3 0.062
Cl 1.25409 -6.94430 -4.68392 0.0 0.0 0.0 -0.084
Cl 0.34279 -4.21526 -4.98917 -0.1 0.0 0.0 -0.074
Cl 1.98762 -4.94804 -2.73364 0.0 0.0 0.0 -0.105
C 4.60555 -5.53677 -7.10738 0.0 0.0 0.0 0.321
Cl 4.90244 -6.83162 -5.94343 0.0 0.0 0.0 -0.096
Cl 4.23825 -6.23755 -8.68650 0.0 0.0 0.0 -0.101
Cl 3.23825 -4.55993 -6.56537 0.1 0.0 0.0 -0.019
Cl 6.04546 -4.52082 -7.23416 0.0 0.0 0.0 -0.106
C -9.17831 -7.79760 -0.26707 0.0 0.0 0.0 0.248
Cl -9.87943 -8.96930 -1.38718 0.0 0.0 0.0 -0.105
Cl -9.67458 -8.19116 1.38347 0.0 0.0 0.0 -0.101
Cl -7.42078 -7.86209 -0.37482 0.0 0.2 -0.1 0.075
Cl -9.74205 -6.17454 -0.68106 0.0 0.0 0.0 -0.105
```
Forces are in eV/Å.

Summary:
Electronic energy = -39723.5045 a.u.
HOMO-LUMO gap = 9.0 eV
Lowest unoccupied orbital energy = -0.2 eV


Entry from the OMol25 dataset: a structure of composition C27H14Cl8IrNO2P (the ωB97M-V functional and the def2-TZVPD basis).

The geometry in XYZ format:
```
54
Properties=species:S:1:pos:R:3:forces:R:3:lowdin_spin:R:1
Ir 0.81085 -1.85198 -0.77759 0.0 0.7 0.1 0.717
O 4.46893 -0.88588 -1.94602 -0.1 0.0 -0.1 0.016
C 3.64074 -0.90855 -1.09819 0.2 0.1 0.0 0.011
O 2.64336 -1.86514 -1.14163 0.0 -0.1 -0.1 0.194
C 3.65371 -0.02419 0.10745 0.0 -0.1 -0.1 0.002
C 4.90386 0.28883 0.62018 0.0 0.0 0.0 0.002
C 5.01425 1.12516 1.72361 0.0 0.0 0.0 0.000
C 3.87858 1.67502 2.29661 0.0 0.0 0.0 0.000
C 2.62560 1.39266 1.77105 0.0 0.0 0.0 0.001
C 2.50315 0.53245 0.68048 0.0 0.1 0.1 -0.001
P 0.89067 0.31127 -0.06791 0.1 0.2 -0.1 -0.009
C -0.36721 0.81716 1.08711 0.0 0.0 0.0 -0.002
C -0.48269 0.12962 2.29895 0.0 0.0 0.0 -0.001
C -1.37349 0.57666 3.25783 0.0 0.0 0.0 0.000
C -2.14736 1.70585 3.01302 0.0 0.0 0.0 -0.001
C -2.02443 2.39662 1.81528 0.0 0.0 0.0 0.000
C -1.13138 1.96114 0.84755 0.0 0.0 0.0 -0.001
C 0.79867 1.22778 -1.60100 0.0 0.0 0.0 0.001
C -0.41915 1.27341 -2.29424 0.0 0.0 0.0 0.001
C -0.49578 1.93215 -3.50602 0.0 0.0 0.0 0.000
C 0.63834 2.53808 -4.03834 0.0 0.0 0.0 0.000
C 1.84455 2.49913 -3.35394 0.0 0.0 0.0 0.000
C 1.93159 1.84973 -2.13267 0.0 0.0 0.0 0.000
H 5.78402 -0.13027 0.15185 0.0 0.0 0.0 0.000
H 5.99194 1.34863 2.12820 0.0 0.0 0.0 0.000
H 3.96157 2.33470 3.14942 0.0 0.0 0.0 0.000
H 1.74887 1.85176 2.20786 0.0 0.0 0.0 0.000
H 0.13749 -0.73622 2.50513 0.0 0.0 0.0 0.000
H -1.46185 0.05098 4.19918 0.0 0.0 0.0 0.000
H -2.84077 2.05481 3.76662 0.0 0.0 0.0 0.000
H -2.61411 3.28536 1.63643 0.0 0.0 0.0 0.000
H -1.02045 2.51992 -0.07129 0.0 0.0 0.0 0.000
H -1.30634 0.81599 -1.87567 0.0 0.0 0.0 0.000
H -1.43753 1.97834 -4.03606 0.0 0.0 0.0 0.000
H 0.57632 3.05121 -4.98863 0.0 0.0 0.0 0.000
H 2.72071 2.98034 -3.76587 0.0 0.0 0.0 0.000
H 2.87206 1.84956 -1.59766 0.0 0.0 0.0 0.000
Cl -1.70971 -1.85919 -2.67491 0.0 0.0 0.0 0.045
C -2.87588 -1.70049 -1.40865 0.0 0.0 0.0 0.003
C -2.47501 -1.95111 -0.09894 -0.2 0.0 0.1 0.003
C -3.38629 -1.96577 0.95258 0.0 0.1 0.0 0.003
Cl -2.85136 -2.37260 2.52497 0.0 -0.1 0.0 0.001
C -4.71852 -1.65487 0.69038 0.0 0.0 0.0 -0.001
Cl -5.84437 -1.62566 1.96787 0.0 0.0 0.0 0.000
C -5.12340 -1.36895 -0.62077 0.1 0.0 0.0 0.003
Cl -6.74335 -0.97348 -0.93598 0.0 0.0 0.0 0.002
C -4.20289 -1.41238 -1.68071 0.0 0.0 0.0 0.001
Cl -4.70027 -1.11382 -3.28388 0.0 0.0 0.0 0.001
Cl -1.27551 -5.35772 0.93670 0.0 0.1 0.0 -0.002
C 0.13158 -4.34934 0.77515 -0.1 0.0 0.0 -0.002
Cl 1.23543 -4.47250 2.10861 0.1 0.0 0.0 0.001
Cl 0.96708 -4.66487 -0.82288 0.0 -0.2 0.1 -0.001
C -0.22212 -2.92224 0.48893 -0.4 -0.2 -0.1 -0.006
N -1.12269 -2.18713 0.11044 0.5 -0.4 0.0 0.016
```
Forces are in eV/Å.

Summary:
Relative energy (zero: lowest compared OMol25 entry of this formula, charge and spin) = 8.1 kcal per mole
Charge = +2
<S²> = 0.7564
Electronic energy = -5369.1218 a.u.
HOMO-LUMO gap (alpha / beta) = 7.0 / 5.9 eV
Lowest unoccupied orbital energy (alpha / beta) = -7.8 / -8.9 eV
Spin multiplicity = 2